No. 1
# C41H35N3OPPtS3

C41H35N3OPPtS3 as an isolated structure in a non-equilibrium geometry (the ωB97M-V functional and the def2-TZVPD basis, the Open Molecules 2025 dataset).

Results
Relative energy (zero: lowest compared OMol25 entry of this formula, charge and spin) in kcal per mole: 49.53
LUMO (alpha / beta) in Ha: -0.17718 / -0.17723
Multiplicity: 1
Kohn-Sham gap (alpha / beta) in Ha: 0.2127 / 0.2127
Energy in eV: -94640.497
Net charge: +1

CARTESIAN COORDINATES (ANGSTROEM)
Pt (0.15551, 0.21752, 0.05253)
S (-1.91739, -1.69372, 0.27890)
C (1.67158, -2.53809, 0.06836)
N (1.92378, -1.28158, -0.25068)
C (3.19098, -0.91244, 0.21977)
C (3.91512, 0.22311, -0.14319)
C (5.21790, 0.36473, 0.28866)
C (5.82073, -0.60071, 1.09542)
C (5.12925, -1.73405, 1.46440)
C (3.82863, -1.88474, 1.00580)
S (2.81966, -3.27786, 1.14953)
H (3.46458, 0.96318, -0.78234)
H (5.78411, 1.23388, -0.01789)
H (6.84370, -0.46234, 1.41785)
H (5.58898, -2.50743, 2.06407)
C (1.08239, 4.42771, 3.64227)
C (2.16707, 4.58534, 2.58253)
N (1.73531, 4.08363, 1.27727)
C (1.22290, 5.06386, 0.32829)
C (2.34014, 5.80353, -0.40005)
C (1.81721, 2.77533, 1.03346)
S (1.40991, 2.21960, -0.58728)
N (2.34381, 2.00670, 1.95917)
C (1.99309, 0.82280, 2.40766)
O (0.87571, 0.26776, 2.16860)
C (2.90114, 0.19474, 3.40280)
C (2.51531, -1.00564, 3.99729)
C (3.33629, -1.61841, 4.92707)
C (4.54405, -1.02971, 5.27826)
C (4.92518, 0.17312, 4.70057)
C (4.10818, 0.78492, 3.76435)
H (1.44400, 4.80485, 4.59789)
H (0.82100, 3.37763, 3.76723)
H (0.18845, 4.98704, 3.36429)
H (3.05508, 4.02867, 2.87878)
H (2.42715, 5.63679, 2.46631)
H (0.60778, 5.77358, 0.88541)
H (0.58394, 4.55477, -0.38946)
H (2.96479, 6.36035, 0.29795)
H (1.90642, 6.50722, -1.10894)
H (2.97101, 5.10555, -0.95025)
H (1.56166, -1.43760, 3.72697)
H (3.03481, -2.55410, 5.37947)
H (5.18296, -1.50022, 6.01394)
H (5.86091, 0.63632, 4.98444)
H (4.40127, 1.72042, 3.30898)
C (-0.49899, -5.39147, -2.16352)
C (0.11938, -4.32408, -2.79465)
C (0.75422, -3.34710, -2.04340)
C (0.80318, -3.46352, -0.65323)
C (0.22282, -4.56701, -0.02718)
C (-0.44143, -5.51513, -0.78124)
P (-1.54735, -0.76416, -1.47970)
C (-2.30461, -1.79250, -2.78901)
C (-1.84275, -1.65761, -4.09543)
C (-2.46876, -2.35076, -5.11889)
C (-3.54412, -3.18020, -4.83546)
C (-3.98664, -3.32774, -3.52721)
C (-3.36391, -2.64104, -2.49814)
C (-2.69851, 0.65709, -1.45134)
C (-3.68678, 0.85505, -2.38268)
C (-4.59915, 1.91344, -2.21690)
C (-4.51153, 2.73609, -1.12839)
C (-3.49501, 2.56261, -0.16090)
C (-3.40884, 3.35968, 1.00188)
C (-2.43384, 3.12834, 1.93220)
C (-1.48464, 2.10741, 1.73167)
C (-1.50580, 1.35023, 0.59101)
C (-2.54910, 1.51970, -0.34459)
H (-1.01226, -6.13669, -2.75650)
H (0.13185, -4.26563, -3.87450)
H (1.28766, -2.53684, -2.52483)
H (0.28570, -4.67248, 1.04873)
H (-0.89131, -6.37255, -0.29924)
H (-1.00783, -0.99928, -4.30499)
H (-2.12609, -2.23597, -6.13848)
H (-4.04108, -3.70645, -5.63912)
H (-4.83139, -3.96767, -3.31108)
H (-3.71196, -2.75066, -1.47970)
H (-3.78895, 0.19764, -3.23430)
H (-5.37914, 2.05716, -2.95220)
H (-5.22504, 3.53887, -0.99089)
H (-4.15175, 4.13186, 1.15791)
H (-2.38481, 3.72304, 2.83469)
H (-0.73025, 1.93515, 2.48839)

Atomic forces in eV per Å
Pt -2.0629 -1.4997 0.5723
S 1.8829 0.9723 -0.0768
C 0.8200 0.3023 0.0690
N -0.1523 -0.4590 0.1941
C 0.4367 -0.1821 0.1242
C 0.0113 -0.0001 -0.1346
C -0.1172 0.0022 0.0277
C 0.0627 0.0317 0.0838
C 0.0522 -0.0601 0.1298
C -0.2214 0.1306 -0.0448
S -0.0746 0.1456 -0.3528
H 0.1011 -0.0676 -0.0307
H 0.0017 0.0123 -0.0007
H 0.0134 -0.0428 0.0157
H 0.0446 0.0204 0.0269
C 0.0735 0.0267 -0.1129
C -0.0791 -0.0226 0.2765
N 0.0246 -0.3367 0.0163
C 0.0636 0.2438 -0.2283
C -0.0907 -0.0905 0.0722
C -0.1540 0.2088 -0.3350
S -1.2945 -0.9558 0.1415
N 0.2106 -0.1175 0.4060
C 0.1659 0.9433 0.0633
O -0.4578 -0.5423 -1.2639
C -0.1446 -0.2379 0.0745
C -0.0490 0.0667 -0.0488
C 0.0105 -0.0540 -0.0120
C 0.0062 0.0076 0.0106
C 0.0217 0.0053 0.0005
C -0.0024 0.0488 -0.0547
H -0.0255 0.0253 0.0196
H -0.0089 -0.0088 0.0136
H -0.0393 -0.0104 0.0299
H 0.0341 0.0822 -0.0321
H 0.0428 -0.0296 -0.0815
H -0.0145 -0.0755 0.0498
H -0.0607 0.0071 0.0946
H 0.0397 0.0201 -0.0263
H 0.0271 0.0401 -0.0072
H 0.0059 -0.0152 -0.0204
H 0.0042 -0.0496 -0.0246
H -0.0079 0.0164 0.0284
H 0.0068 -0.0181 -0.0023
H 0.0040 0.0034 -0.0114
H -0.0095 0.0128 -0.0241
C -0.0276 0.0156 -0.1256
C -0.0668 0.0369 0.0226
C 0.0801 -0.0530 0.1208
C -0.4586 -0.0317 -0.1582
C -0.0199 0.1324 -0.0089
C -0.0058 -0.0575 0.0238
P -1.6003 1.0067 1.8147
C 1.3937 0.1157 -0.5828
C -0.0723 0.0538 0.0558
C 0.0136 0.0353 -0.0985
C 0.0280 0.0132 0.0137
C -0.0168 0.0515 -0.0941
C -0.0211 0.0111 0.3004
C 0.4497 -0.0996 -0.7333
C 0.1437 -0.0470 0.1622
C -0.0921 0.1496 0.0623
C -0.0662 -0.0415 -0.1556
C 0.1559 -0.3756 0.2440
C -0.0135 0.1220 0.1123
C -0.3445 -0.0731 -0.1035
C 0.3927 -0.2181 -0.0377
C 1.1364 0.5124 -0.2454
C -0.0358 0.1443 -0.1402
H 0.0341 -0.0562 0.0261
H -0.0780 0.0515 -0.0206
H -0.0467 0.0434 0.0005
H -0.0279 0.0111 0.0250
H -0.0417 0.0346 0.0337
H 0.0010 -0.0246 -0.0805
H 0.0199 -0.0082 0.0009
H -0.0037 -0.0353 0.0124
H 0.0177 -0.0158 0.0361
H -0.0029 -0.0284 0.0002
H 0.0035 -0.0249 -0.0143
H -0.0071 0.0279 0.0123
H -0.0095 0.0071 0.0009
H 0.0509 0.0652 -0.0153
H -0.0131 -0.0067 0.0197
H 0.0503 0.0554 -0.1012



No. 2
# C10H12Br6F6O4

C10H12Br6F6O4 as an isolated structure in a non-equilibrium geometry (the ωB97M-V functional and the def2-TZVPD basis, the Open Molecules 2025 dataset).

Results
Relative energy (zero: lowest compared OMol25 entry of this formula, charge and spin) in kcal per mole: 46.63
LUMO in Ha: -0.01860
Multiplicity: 1
Kohn-Sham gap in Ha: 0.3575
Energy in eV: -455312.487
Net charge: 0

CARTESIAN COORDINATES (ANGSTROEM)
C (-4.64421, -1.70325, 0.33892)
C (-4.41980, -0.38749, 1.18701)
O (-3.65536, -0.84871, 2.33723)
C (-2.82608, 0.01819, 3.02458)
O (-2.78115, 1.22644, 2.83868)
C (-2.06860, -0.61679, 4.18209)
F (-1.00831, 0.02048, 4.40122)
F (-2.95955, -0.60672, 5.21018)
F (-1.72866, -1.81037, 3.79016)
H (-5.29400, -1.48975, -0.50979)
H (-5.25326, -2.47790, 0.80485)
H (-3.73793, -2.03797, -0.16578)
H (-5.34479, 0.13622, 1.42833)
H (-3.77223, 0.28398, 0.62318)
C (0.54096, 3.64323, -2.29468)
C (0.61567, 2.86704, -0.86638)
O (1.97237, 2.75154, -0.43200)
C (2.80014, 1.77509, -1.00559)
O (2.47509, 0.94537, -1.90414)
C (4.08022, 1.38575, -0.23139)
F (4.08615, 0.04646, 0.07544)
F (5.15606, 1.63960, -1.01210)
F (4.22164, 2.12088, 0.87503)
H (-0.47183, 3.86659, -2.63000)
H (1.11256, 3.05414, -3.01188)
H (0.98980, 4.62578, -2.14894)
H (0.19583, 1.89916, -1.14031)
H (-0.12030, 3.22672, -0.14729)
C (0.44876, -1.82172, -0.11180)
Br (1.69272, -3.21476, 0.37805)
Br (0.18692, -0.40334, 1.28871)
Br (-1.17539, -2.80208, -0.54136)
H (0.80202, -1.29314, -0.99719)
C (3.93894, -2.74890, -2.60104)
Br (2.96385, -1.93154, -4.11027)
Br (5.79456, -2.05423, -2.40236)
Br (3.86224, -4.72972, -2.79767)
H (3.32497, -2.55429, -1.72168)

Atomic forces in eV per Å
C -0.8556 1.4638 -0.4139
C 0.9140 -1.7310 -1.0395
O 1.1627 0.9482 1.4563
C -2.5079 2.3519 -2.0285
O 0.1247 -2.1278 0.0477
C -3.5106 -0.4288 -2.2721
F 2.6486 2.1236 1.7737
F 1.1270 -0.4470 0.1760
F 0.1244 -2.4064 0.6436
H -0.1114 0.6596 -0.1759
H 0.7121 -0.0912 0.6476
H 0.0246 -0.2087 0.7642
H 0.1244 -0.2174 0.4680
H -0.1290 0.1180 -0.0017
C 0.5783 -0.0039 2.2568
C -1.2567 -0.2913 -3.8663
O 2.0685 -1.4958 -0.4018
C -3.9354 -3.1990 -1.7218
O 0.9182 3.8000 2.9942
C 0.8595 0.5018 0.0505
F -0.2210 1.9133 -0.2744
F -0.5982 -0.4028 0.3326
F -0.0854 -0.6451 -0.0500
H -0.0851 -0.5606 0.1145
H -0.2043 0.1607 -0.0611
H 0.2987 -0.0240 -0.1650
H 0.4854 -0.4801 0.3072
H 1.0777 0.5933 0.5622
C -0.3643 0.0062 0.4565
Br 0.3390 0.5885 0.1923
Br 0.2165 -1.0478 -0.9781
Br 0.0967 0.7052 -0.0026
H -0.0575 -0.1670 0.2099
C -0.0010 -0.4265 -0.6294
Br 0.6220 -0.2610 0.6978
Br -1.4783 -0.5447 -0.1255
Br 0.2903 1.0759 0.1416
H 0.5885 0.1976 -0.0855



No. 3
# C4H10O2

A 2-piece molecular cluster, C4H10O2 overall in a non-equilibrium geometry (the ωB97M-V functional and the def2-TZVPD basis, the Open Molecules 2025 dataset).

Results
Relative energy (zero: lowest compared OMol25 entry of this formula, charge and spin) in kcal per mole: 33.27
LUMO in Ha: 0.01989
Multiplicity: 1
SMILES: CC=O.CCO
Kohn-Sham gap in Ha: 0.3913
Energy in eV: -8404.104
Net charge: 0

CARTESIAN COORDINATES (ANGSTROEM)
C (1.75775, -2.17187, 0.80112)
C (1.93674, -1.20578, 1.92385)
O (2.58265, -1.46279, 2.90580)
H (0.82534, -2.72879, 0.88265)
H (2.49677, -2.97619, 0.89622)
H (1.87380, -1.74442, -0.19309)
H (1.41048, -0.23977, 1.90763)
C (-0.74026, 1.72358, -1.59099)
C (-1.81400, 1.50188, -0.53555)
O (-2.77424, 0.52799, -0.92882)
H (-0.52972, 0.84072, -2.19378)
H (-0.98831, 2.55887, -2.23969)
H (0.20378, 2.03231, -1.11520)
H (-2.37049, 2.43191, -0.38648)
H (-1.37642, 1.22969, 0.43594)
H (-2.49386, -0.31734, -0.56961)

Atomic forces in eV per Å
C 0.6537 -0.9812 -0.2603
C -0.1337 -0.1211 0.5508
O 0.2100 -0.0602 0.0386
H -0.4366 0.4554 -0.0594
H 0.1525 0.3326 0.0914
H -0.2976 0.2231 0.0375
H -0.1531 0.1588 -0.4052
C 0.7382 0.4910 0.3262
C -0.0987 0.0724 0.0848
O -0.0346 -0.0732 0.0909
H -0.1639 -0.0507 0.0787
H -0.2287 -0.1351 -0.2987
H -0.1856 -0.1806 -0.0313
H 0.0799 -0.1015 0.0753
H -0.0337 0.0242 -0.2048
H -0.0681 -0.0539 -0.1147



The lowest relative energy (zero: lowest compared OMol25 entry of this formula, charge and spin) belongs to which entry? C4H10O2